1.
A 2-piece molecular cluster, C3H10N2 overall, computed with ωB97M-V/def2-TZVPD.

Atoms and positions in Å:
C: -2.76644 -0.37823 0.22841
C: 1.75833 1.12679 0.35614
C: -0.21254 0.24958 -0.86524
N: 1.51808 -1.15917 0.30164
N: 1.04514 0.02405 -0.17480
H: -2.55042 -1.43408 0.13802
H: -2.66370 0.29014 0.99111
H: -3.40835 -0.04955 -0.58379
H: 2.76559 0.99451 0.12011
H: 1.29611 2.10595 -0.03384
H: 1.57116 1.19587 1.53190
H: -0.67638 -0.67657 -1.25520
H: -0.38298 1.26868 -1.15880
H: 0.78613 -1.76306 0.79600
H: 1.92027 -1.79492 -0.39167

Computed properties:
Kohn-Sham gap (spin up / spin down) = 0.3285 / 0.2644 Eh
Lowest unoccupied orbital energy (spin up / spin down) = 0.035 / 0.027 hartree
M = 74.13 Da
DFT total energy = -229.60293 Ha
Energy relative to the best compared isomer or geometry (same formula, charge and spin) = 5.614 eV

---

2.
C32H33BN5P2PtS2 as an isolated structure, computed with ωB97M-V/def2-TZVPD.

Atoms and positions in Å:
Pt: 0.05242 -0.04593 -0.14919
N: 2.17277 2.17231 0.19005
P: 2.40772 0.50054 0.18615
C: 3.98281 0.26055 -0.64833
C: 4.01420 -0.33476 -1.90390
C: 5.21881 -0.48235 -2.57899
C: 6.39100 -0.02545 -1.99715
C: 6.36230 0.58456 -0.74803
C: 5.16355 0.72764 -0.07016
C: 2.69305 -0.00823 1.90003
C: 3.57894 -1.04227 2.19577
C: 3.64712 -1.56070 3.48101
C: 2.82238 -1.05944 4.47664
C: 1.93723 -0.02834 4.18765
C: 1.86872 0.48859 2.90588
P: 0.51289 2.51932 0.03831
C: 0.42102 4.17173 0.78801
C: 0.20820 4.22833 2.16569
C: 0.28404 5.43762 2.83744
C: 0.56616 6.59910 2.13213
C: 0.76297 6.55129 0.75892
C: 0.69304 5.34258 0.08257
C: 0.26096 2.83312 -1.73352
C: 1.09260 2.29374 -2.70642
C: 0.77916 2.43619 -4.05071
C: -0.36513 3.12230 -4.43386
C: -1.19271 3.67702 -3.46617
C: -0.88643 3.52224 -2.12251
H: 2.83452 2.81429 0.60773
H: 3.09020 -0.67230 -2.36312
H: 5.23936 -0.94879 -3.55466
H: 7.33217 -0.14414 -2.51659
H: 7.27882 0.94245 -0.29931
H: 5.15336 1.18448 0.91201
H: 4.22136 -1.45119 1.42623
H: 4.34239 -2.35928 3.70100
H: 2.86623 -1.47160 5.47532
H: 1.28968 0.36404 4.95991
H: 1.17373 1.29352 2.69192
H: -0.02659 3.32257 2.71275
H: 0.11702 5.47416 3.90522
H: 0.63190 7.54443 2.65357
H: 0.97467 7.45927 0.21065
H: 0.85393 5.31561 -0.98730
H: 2.00854 1.78764 -2.42093
H: 1.43881 2.02069 -4.80070
H: -0.60529 3.23502 -5.48228
H: -2.07074 4.23944 -3.75844
H: -1.53470 3.95935 -1.37187
C: 3.02991 -3.55751 -1.69923
N: 1.80378 -3.09119 -2.33228
C: 1.53992 -3.10217 -3.68429
C: 0.27840 -2.63548 -3.83163
N: -0.22830 -2.33638 -2.58866
B: -1.76963 -2.14406 -2.27670
N: -2.29219 -0.69532 -2.63686
C: -2.85122 -0.37122 -3.85075
C: -3.54107 0.78452 -3.71416
N: -3.40084 1.16909 -2.40191
C: -4.06638 2.31431 -1.80001
C: -2.62958 0.26702 -1.76638
S: -2.19010 0.40776 -0.08530
C: 0.72504 -2.60682 -1.68613
S: 0.64861 -2.35475 0.02448
H: 3.57040 -4.16578 -2.41969
H: 2.78188 -4.15913 -0.82844
H: 3.64962 -2.72080 -1.38430
H: 2.25477 -3.45796 -4.40301
H: -0.30749 -2.51339 -4.72375
H: -1.94466 -2.32008 -1.11098
H: -2.36446 -2.91368 -2.98475
H: -2.73472 -1.00629 -4.70904
H: -4.11674 1.35829 -4.41712
H: -4.18381 3.08376 -2.55838
H: -3.45906 2.68912 -0.98226
H: -5.04305 2.02306 -1.41672

Computed properties:
Kohn-Sham gap (spin up / spin down) = 0.2489 / 0.2113 Eh
Multiplicity = 3
Lowest unoccupied orbital energy (spin up / spin down) = -0.078 / -0.170 hartree
M = 819.62 Da
Expectation value of S² = 2.0158
DFT total energy = -3136.15787 Ha
Total charge = +1

---

3.
An isolated molecule of C4H6N2O, computed with ωB97M-V/def2-TZVPD.

Atoms and positions in Å:
C: 0.98301 -0.10838 0.91749
C: -0.45935 -0.09232 1.02647
C: -0.19173 -0.86061 -1.10411
C: 0.15377 -1.20994 0.23279
H: 0.68619 1.86862 0.37373
H: 1.53772 -0.31057 1.90705
H: -0.96787 0.08741 2.09545
H: -1.86229 1.32667 -0.00476
H: -0.00480 -1.31022 -2.16615
H: 0.62914 -2.28220 0.35144
N: -1.01384 0.72921 -0.05172
N: -0.93947 0.15850 -1.25995
O: 1.34262 1.00423 0.02363

Computed properties:
Kohn-Sham gap = 0.3364 Eh
Lowest unoccupied orbital energy = 0.028 hartree
M = 98.11 Da
DFT total energy = -340.60384 Ha
Energy relative to the best compared isomer or geometry (same formula, charge and spin) = 5.199 eV
SMILES = O[C@@H]1[C@@H]2C=NN[C@H]12

---

4.
A 2-piece molecular cluster, CH7NO2 overall, computed with ωB97M-V/def2-TZVPD.

Atoms and positions in Å:
N: 1.45220 2.10865 -0.70483
C: 0.24273 1.96497 -0.02228
O: -0.55143 3.18666 -0.12912
H: 1.46614 2.53850 -1.61891
H: 1.95519 1.23376 -0.92173
H: 0.30471 1.88249 1.07876
H: -0.38525 1.10155 -0.30296
H: 0.09821 3.87622 -0.59865
H: -2.11420 -6.33299 1.41687
H: -1.24667 -5.62085 0.45208
O: -1.22165 -5.93896 1.35078

Computed properties:
Kohn-Sham gap = 0.3797 Eh
Lowest unoccupied orbital energy = 0.036 hartree
M = 65.07 Da
DFT total energy = -247.48858 Ha
Energy relative to the best compared isomer or geometry (same formula, charge and spin) = 0.836 eV
SMILES = NCO.O

---

5.
An isolated molecule of C5H8O2, computed with ωB97M-V/def2-TZVPD.

Atoms and positions in Å:
O: -0.90004 -1.98702 0.85940
C: -0.08861 -0.88312 1.17354
C: 1.03188 -0.59045 0.13487
C: 0.10184 0.46347 -0.44263
C: 0.25703 1.39550 -1.54960
O: -0.47029 0.17118 -1.69402
C: -0.72822 0.49122 0.82888
H: -1.20124 -1.89031 -0.05475
H: 0.23284 -1.02892 2.20522
H: 1.30408 -1.41088 -0.53819
H: 1.93075 -0.16235 0.58350
H: -0.47530 2.16560 -1.65937
H: 1.23280 1.46369 -2.06703
H: -1.81412 0.51375 0.70853
H: -0.41341 1.28865 1.51163

Computed properties:
Kohn-Sham gap = 0.4083 Eh
Lowest unoccupied orbital energy = 0.035 hartree
M = 100.12 Da
DFT total energy = -345.71655 Ha
Energy relative to the best compared isomer or geometry (same formula, charge and spin) = 2.406 eV
SMILES = O[C@H]1C[C@]2(CO2)C1

---

What is the DFT total energy in the first record? -229.60293 Ha